(1)
A structure of composition C52H38BaF5N9O5PS2 in a non-equilibrium geometry, computed with wB97M-V/def2-TZVPD.

E_HOMO: -4.31 eV

Structure (ORCA input):
```
! RIJCOSX wB97M-V def2-TZVPD def2/J DEFGRID3
* xyz -1 1
Ba 0.478 0.672 -1.198
C -1.148 2.650 3.160
N -1.576 2.813 1.795
C -2.896 3.281 1.507
C -3.613 2.318 0.621
N -3.105 1.230 0.136
C -4.100 0.710 -0.689
C -4.072 -0.408 -1.514
C -5.211 -0.699 -2.237
C -6.359 0.104 -2.154
C -6.390 1.236 -1.361
C -5.236 1.522 -0.646
N -4.890 2.573 0.192
C -0.468 1.355 3.487
N -0.893 0.139 3.280
C 0.112 -0.669 3.819
C 0.223 -2.057 3.872
C 1.334 -2.603 4.481
C 2.325 -1.794 5.057
C 2.229 -0.417 5.026
C 1.122 0.118 4.382
N 0.712 1.414 4.173
H -2.003 2.753 3.848
H -0.439 3.446 3.429
H -1.359 2.025 1.216
H -2.896 4.261 0.992
H -3.466 3.439 2.435
H -3.180 -1.013 -1.595
H -5.214 -1.557 -2.892
H -7.224 -0.148 -2.747
H -7.258 1.878 -1.326
H -5.458 3.365 0.444
H -0.533 -2.687 3.434
H 1.447 -3.678 4.511
H 3.182 -2.256 5.527
H 2.992 0.210 5.466
H 1.274 2.244 4.271
O 1.083 1.236 1.075
N 2.110 0.777 1.652
N 2.845 0.048 0.897
O 2.598 -0.216 -0.361
C 4.024 -0.521 1.483
C 4.193 -0.579 2.856
C 5.337 -1.170 3.362
C 6.303 -1.693 2.510
C 6.118 -1.618 1.138
C 4.974 -1.032 0.614
H 3.429 -0.186 3.508
H 5.469 -1.230 4.432
H 7.192 -2.155 2.915
H 6.864 -2.014 0.466
H 4.802 -0.959 -0.448
O 0.257 0.346 -3.521
S -1.023 -0.353 -3.351
O -2.074 0.045 -4.246
O -1.423 -0.332 -1.929
C -0.604 -2.057 -3.665
C -0.709 -2.484 -4.977
C -0.234 -3.739 -5.333
C 0.355 -4.545 -4.377
C 0.438 -4.120 -3.057
C -0.055 -2.882 -2.665
P -0.033 -2.361 -0.875
C 0.923 -3.689 -0.038
C 2.266 -3.404 0.204
C 3.067 -4.285 0.914
C 2.531 -5.468 1.396
C 1.197 -5.765 1.162
C 0.396 -4.883 0.453
C -1.738 -2.842 -0.378
C -2.264 -2.214 0.743
C -3.491 -2.603 1.262
C -4.221 -3.606 0.643
C -3.721 -4.209 -0.503
C -2.487 -3.831 -1.008
H -1.152 -1.825 -5.707
H -0.314 -4.077 -6.358
H 0.748 -5.516 -4.650
H 0.886 -4.771 -2.317
H 2.674 -2.473 -0.162
H 4.100 -4.028 1.106
H 3.146 -6.153 1.961
H 0.771 -6.684 1.541
H -0.647 -5.121 0.300
H -1.724 -1.410 1.233
H -3.881 -2.094 2.133
H -5.186 -3.900 1.037
H -4.293 -4.980 -1.006
H -2.105 -4.316 -1.897
F 5.424 7.077 0.478
C 4.782 6.080 -0.194
C 3.693 5.428 0.370
F 3.262 5.787 1.606
C 3.053 4.416 -0.327
F 1.991 3.827 0.310
C 3.435 3.989 -1.612
S 2.608 2.721 -2.476
C 4.543 4.674 -2.136
F 5.026 4.360 -3.363
C 5.201 5.689 -1.460
F 6.265 6.311 -2.028
N -5.159 3.633 -4.228
C -4.153 3.778 -3.700
C -2.906 4.007 -3.011
C -2.385 5.295 -2.967
C -1.188 5.500 -2.315
C -0.558 4.404 -1.733
N -1.053 3.172 -1.779
C -2.207 2.972 -2.405
H -2.911 6.109 -3.451
H -0.731 6.478 -2.266
H 0.382 4.505 -1.218
H -2.574 1.960 -2.461
*
```

Atomic partial charges in e from the Mulliken method, atoms 1 to 2: 1.8492, -0.3561

=====

(2)
A structure of composition C52H38BrMnN2O2P2 in a non-equilibrium geometry, computed with wB97M-V/def2-TZVPD.

E_HOMO (alpha / beta): -9.23 / -9.01 eV

Structure (ORCA input):
```
! RIJCOSX wB97M-V def2-TZVPD def2/J DEFGRID3
* xyz 1 2
Mn -0.064 0.030 0.260
Br 1.230 1.311 6.687
C 1.070 0.554 4.957
C 2.075 0.665 4.091
C 2.119 0.118 2.747
C 1.202 -0.640 2.102
O 1.387 -1.064 0.854
C -0.111 -1.155 2.777
C -0.904 -1.965 1.806
N -1.443 -1.321 0.848
C -2.185 -1.984 -0.154
C -3.314 -2.704 0.084
C -3.976 -3.337 -0.997
C -3.478 -3.247 -2.262
C -2.295 -2.505 -2.519
C -1.691 -2.421 -3.795
C -0.529 -1.726 -3.933
C 0.015 -1.071 -2.809
N -0.523 -1.088 -1.615
C -1.661 -1.841 -1.459
C -0.187 -0.217 4.716
H 2.944 1.233 4.397
H 3.012 0.322 2.167
H -0.986 -3.046 1.925
H -3.698 -2.780 1.094
H -4.877 -3.905 -0.806
H -3.969 -3.749 -3.086
H -2.149 -2.922 -4.639
H -0.020 -1.651 -4.883
H 0.914 -0.487 -2.931
H -0.844 -0.176 5.580
O -1.527 1.397 -0.641
C -1.165 1.707 -1.966
C -2.065 1.547 -3.005
C -1.635 1.775 -4.305
C -0.319 2.139 -4.559
C 0.578 2.254 -3.507
C 0.175 2.014 -2.197
P 1.223 2.199 -0.702
C 2.946 1.761 -1.088
C 3.316 0.775 -1.993
C 4.642 0.385 -2.115
C 5.615 0.973 -1.322
C 5.255 1.948 -0.401
C 3.931 2.338 -0.283
C 1.190 4.034 -0.764
C 0.045 4.676 -0.293
C -0.111 6.044 -0.451
C 0.883 6.785 -1.076
C 2.022 6.150 -1.550
C 2.177 4.779 -1.401
C -2.487 2.093 0.111
C -3.540 2.758 -0.498
C -4.479 3.405 0.291
C -4.366 3.399 1.672
C -3.285 2.767 2.258
C -2.321 2.097 1.503
P -0.739 1.463 2.186
C -0.984 0.024 3.355
C 0.127 -1.664 4.220
C -0.853 -2.694 4.689
C -2.181 -2.564 4.682
C -2.928 -1.413 4.170
C -2.437 -0.323 3.572
C -0.215 2.829 3.259
C 0.816 3.678 2.877
C 1.158 4.769 3.663
C 0.472 5.012 4.844
C -0.536 4.148 5.251
C -0.872 3.056 4.467
H -3.070 1.199 -2.817
H -2.334 1.658 -5.122
H 0.008 2.323 -5.573
H 1.611 2.518 -3.702
H 2.575 0.289 -2.610
H 4.912 -0.382 -2.828
H 6.649 0.669 -1.416
H 6.007 2.406 0.227
H 3.665 3.095 0.447
H -0.739 4.107 0.195
H -1.004 6.529 -0.079
H 0.769 7.854 -1.194
H 2.797 6.724 -2.041
H 3.070 4.298 -1.781
H -3.630 2.804 -1.570
H -5.300 3.922 -0.189
H -5.099 3.906 2.285
H -3.166 2.820 3.333
H 1.150 -1.978 4.411
H -0.434 -3.613 5.082
H -2.775 -3.379 5.078
H -4.006 -1.474 4.260
H -3.164 0.393 3.214
H 1.377 3.476 1.977
H 1.963 5.423 3.356
H 0.735 5.863 5.459
H -1.048 4.313 6.189
H -1.638 2.370 4.813
*
```

Atomic partial charges in e from the Mulliken method, atoms 1 to 2: 0.4885, -0.1187

=====

One value per record, in order, for energy: -4536.02670; -6671.79467 hartree.